[1]
One molecule with the formula C15H12 at a distorted geometry. Source: the OMol25 dataset; level of theory: ωB97M-V/def2-TZVPD.

Last column: natural (NBO) charge in e.
Cartesian coordinates (Å):
C -1.740 2.430 0.512  -0.667
C -0.772 1.497 -0.215  0.061
C 0.585 1.447 -0.310  -0.090
C 1.360 0.637 -1.227  -0.206
C 2.070 -0.374 -0.819  -0.189
C 1.600 -0.647 0.539  -0.070
C 1.824 0.502 1.459  -0.224
C 1.434 1.745 0.958  -0.183
C 0.711 -1.606 0.619  0.053
C -0.687 -1.827 1.038  -0.261
C -1.408 -0.568 0.758  -0.214
C -1.218 0.040 -0.382  -0.015
C -0.939 -0.700 -1.604  -0.243
C -0.490 -1.944 -1.491  -0.158
C -0.146 -2.476 -0.224  -0.277
H -2.617 1.812 0.786  0.227
H -1.858 3.224 -0.311  0.248
H -1.453 2.759 1.495  0.226
H 1.228 0.844 -2.254  0.220
H 2.820 -0.949 -1.323  0.225
H 2.354 0.331 2.337  0.221
H 1.553 2.717 1.460  0.227
H -1.036 -2.557 1.696  0.233
H -1.661 0.081 1.539  0.197
H -1.129 -0.243 -2.541  0.217
H -0.406 -2.593 -2.349  0.209
H 0.021 -3.581 -0.147  0.233

Results
DFT total energy: -15741.46982 eV
HOMO level: -7.20 eV
energy above the lowest of the compared OMol25 structures with the same formula, charge and spin: 66.88 kcal/mol
2S+1: 1
SMILES: CC1=c2ccc(cc2)=C2[C@H]3C=C1C=C[C@@H]23

[2]
C15H12BrLiN2OS as an isolated structure. Source: the OMol25 dataset; level of theory: ωB97M-V/def2-TZVPD.

Last column: natural (NBO) charge in e.
Cartesian coordinates (Å):
Li -0.428 -0.295 0.921  0.832
O -5.361 -3.906 0.038  -0.637
C -4.274 -3.113 0.125  0.371
C -3.582 -2.629 -0.980  -0.342
C -2.486 -1.826 -0.759  0.073
N -2.032 -1.472 0.456  -0.566
C -2.728 -1.960 1.484  0.157
Br -2.100 -1.471 3.179  0.141
C -3.840 -2.772 1.396  -0.327
H -5.572 -4.078 -0.883  0.487
H -3.888 -2.871 -1.989  0.225
H -1.936 -1.441 -1.604  0.208
H -4.350 -3.127 2.278  0.254
C 0.074 0.009 -2.329  -0.646
C 1.102 0.774 -1.544  0.233
C 2.105 1.491 -2.235  -0.288
C 3.027 2.178 -1.510  -0.100
C 2.974 2.166 -0.102  -0.091
C 3.925 2.874 0.676  -0.239
C 3.826 2.828 2.032  -0.184
C 2.798 2.090 2.656  -0.243
C 1.846 1.383 1.955  -0.121
S 0.592 0.484 2.788  -0.542
C 1.946 1.428 0.520  0.129
N 1.019 0.738 -0.235  -0.506
H 0.237 0.107 -3.401  0.221
H -0.930 0.377 -2.104  0.218
H 0.113 -1.053 -2.077  0.218
H 2.123 1.484 -3.316  0.215
H 3.813 2.741 -2.001  0.212
H 4.707 3.435 0.179  0.206
H 4.539 3.359 2.651  0.210
H 2.740 2.068 3.737  0.220

Results
DFT total energy: -101862.56204 eV
HOMO level: -6.46 eV
energy above the lowest of the compared OMol25 structures with the same formula, charge and spin: 0.74 kcal/mol
2S+1: 1

[3]
C15H12BrO8Pd as an isolated structure. Source: the OMol25 dataset; level of theory: ωB97M-V/def2-TZVPD.

Last column: natural (NBO) charge in e.
Cartesian coordinates (Å):
Pd -0.396 1.776 -0.710  1.442
O -1.773 1.552 3.011  -0.611
C -1.590 1.148 1.883  0.802
O -0.515 1.463 1.193  -0.719
C -2.562 0.160 1.250  -0.352
C -1.888 -1.015 0.506  0.066
C -2.894 -2.172 0.408  -0.426
C -3.866 -1.635 -0.675  -0.428
C -3.222 -0.279 -1.003  0.082
O -1.831 -0.560 -0.851  -0.526
C -3.510 0.716 0.140  -0.349
C -3.360 2.171 -0.309  0.785
O -4.348 2.885 -0.279  -0.646
O -2.222 2.591 -0.780  -0.748
H -3.161 -0.202 2.084  0.230
H -0.884 -1.265 0.834  0.249
H -2.392 -3.079 0.075  0.212
H -3.381 -2.378 1.361  0.203
H -3.867 -2.275 -1.556  0.209
H -4.893 -1.530 -0.324  0.204
H -3.411 0.109 -2.001  0.217
H -4.545 0.637 0.465  0.231
Br 6.834 2.402 -0.561  0.021
C 5.667 0.922 -0.299  -0.090
C 6.213 -0.315 0.000  -0.250
C 5.359 -1.392 0.189  -0.214
C 3.987 -1.226 0.079  -0.171
C 3.456 0.021 -0.222  -0.149
C 4.301 1.108 -0.413  -0.158
C 1.951 0.168 -0.335  0.782
O 1.235 -0.806 -0.166  -0.669
O 1.579 1.371 -0.619  -0.727
H 7.285 -0.431 0.083  0.218
H 5.772 -2.365 0.425  0.209
H 3.301 -2.050 0.222  0.239
H 3.880 2.075 -0.646  0.244
O -0.311 1.702 -2.460  -0.412

Results
DFT total energy: -105651.27814 eV
HOMO level (spin up / spin down): -6.52 / -6.52 eV
energy above the lowest of the compared OMol25 structures with the same formula, charge and spin: 0.05 kcal/mol
total charge: -1
2S+1: 1

[4]
C15H12Cl3FeN2O3Si as an isolated structure at a distorted geometry. Source: the OMol25 dataset; level of theory: ωB97M-V/def2-TZVPD.

Last column: natural (NBO) charge in e.
Cartesian coordinates (Å):
Fe 10.344 8.918 7.586  1.322
C 9.697 14.018 5.520  -0.251
O 9.052 12.801 5.796  -0.490
C 8.640 12.656 7.058  0.223
C 7.729 13.505 7.658  -0.257
C 7.110 13.293 8.885  -0.280
C 7.260 12.092 9.574  -0.183
C 8.135 11.105 8.995  -0.202
C 8.372 9.847 9.573  0.108
N 9.567 9.283 9.490  -0.393
N 10.070 8.415 10.391  -0.414
C 11.262 7.983 9.947  0.557
O 11.792 8.341 8.826  -0.820
C 12.049 7.128 10.831  -0.093
C 13.297 6.638 10.352  -0.194
C 14.130 6.003 11.215  -0.220
C 13.730 5.667 12.507  -0.216
C 12.358 5.840 12.890  -0.235
C 11.526 6.529 12.019  -0.174
C 8.724 11.385 7.718  0.351
O 9.201 10.374 7.000  -0.845
H 10.382 13.763 4.716  0.188
H 10.252 14.512 6.377  0.184
H 8.955 14.715 5.066  0.163
H 7.378 14.342 7.060  0.197
H 6.506 14.042 9.354  0.199
H 6.936 12.031 10.629  0.207
H 7.602 9.314 10.155  0.178
H 13.452 6.874 9.297  0.249
H 15.213 5.738 10.912  0.203
H 14.425 5.151 13.152  0.200
H 12.060 5.469 13.845  0.206
H 10.474 6.778 12.287  0.240
Cl 7.276 7.143 5.202  -0.446
Si 8.738 7.376 6.708  0.749
Cl 10.697 6.989 5.717  -0.515
Cl 8.550 5.631 8.035  -0.500

Results
DFT total energy: -104708.68870 eV
HOMO level (spin up / spin down): -4.17 / -4.40 eV
energy above the lowest of the compared OMol25 structures with the same formula, charge and spin: 34.81 kcal/mol
total charge: -1
2S+1: 5

[5]
C15H12F21N4O21S7Zn3 as an isolated structure at a distorted geometry. Source: the OMol25 dataset; level of theory: ωB97M-V/def2-TZVPD.

Last column: Löwdin spin population.
Cartesian coordinates (Å):
Zn -3.155 0.303 1.471  0.004
Zn 0.928 -3.035 0.464  0.003
Zn -1.753 -0.733 -3.405  0.466
C 4.650 -1.080 3.023  0.000
F 5.896 -1.303 3.404  0.000
F 4.034 -0.290 3.938  0.000
F 4.699 -0.403 1.875  0.000
S 3.822 -2.700 2.547  0.000
O 2.653 -2.419 1.661  0.000
O 4.901 -3.472 1.882  0.000
O 3.465 -3.401 3.804  0.000
C -1.294 -5.333 -2.553  0.002
F -1.953 -5.368 -3.738  0.002
F -1.789 -6.213 -1.673  0.000
F -0.020 -5.658 -2.800  0.000
S -1.432 -3.640 -1.726  0.018
O -2.834 -3.435 -1.407  0.004
O -0.552 -3.691 -0.542  0.003
O -1.081 -2.576 -2.662  0.060
C 0.396 0.934 4.010  0.000
F 1.067 2.027 3.623  0.000
F 0.635 -0.091 3.152  0.000
F 0.940 0.621 5.164  0.000
S -1.492 1.409 4.224  0.000
O -1.693 2.841 4.172  0.000
O -2.149 0.743 3.045  0.000
O -2.001 0.976 5.553  0.000
C -5.966 -1.071 -1.320  0.010
F -6.869 -0.562 -0.456  0.003
F -5.585 -2.173 -0.766  0.001
F -6.569 -1.316 -2.506  0.002
S -4.366 0.086 -1.590  0.041
O -4.828 1.317 -2.203  0.007
O -3.848 0.326 -0.231  0.006
O -3.356 -0.677 -2.357  0.141
C 0.880 1.566 -0.338  0.001
F -0.009 2.623 -0.285  0.000
F 1.682 1.524 -1.417  0.000
F 1.533 1.581 0.790  0.000
S -0.258 -0.007 -0.364  0.010
O -0.828 -0.101 -1.693  0.042
O 0.548 -1.194 -0.017  0.001
O -1.310 0.260 0.611  0.001
C -4.994 4.451 0.804  0.000
F -4.923 5.704 0.364  0.000
F -5.632 4.490 1.966  0.000
F -5.607 3.677 -0.047  0.000
S -3.135 3.794 1.071  0.000
O -2.749 4.371 2.406  0.000
O -3.171 2.318 1.091  0.001
O -2.281 4.406 0.068  0.000
C 4.153 -1.644 -2.261  0.000
F 5.302 -1.840 -2.888  0.000
F 4.181 -0.847 -1.118  0.000
F 3.171 -1.189 -2.988  0.001
S 3.588 -3.337 -1.625  0.000
O 3.545 -4.182 -2.787  0.000
O 4.555 -3.798 -0.606  0.000
O 2.256 -3.195 -1.049  0.000
C 2.465 0.548 -5.330  0.007
C 1.227 -0.001 -4.792  0.043
N 0.216 -0.496 -4.348  0.112
H 2.524 1.536 -4.874  0.001
H 2.404 0.579 -6.418  0.001
H 3.348 -0.054 -5.117  0.002
C 1.268 5.136 0.803  0.000
C 0.520 5.092 2.050  0.000
N 0.015 4.986 3.113  0.000
H 0.650 5.380 -0.061  0.000
H 1.667 4.146 0.578  0.000
H 1.992 5.950 0.816  0.000
C 4.658 2.928 0.112  0.000
C 4.507 4.316 -0.330  0.000
N 4.411 5.426 -0.696  0.000
H 4.628 2.359 -0.817  0.000
H 3.791 2.663 0.718  0.000
H 5.561 2.638 0.650  0.000
C -3.399 -4.391 1.514  0.000
C -3.100 -2.993 1.594  0.000
N -2.774 -1.882 1.620  0.000
H -4.245 -4.443 0.829  0.000
H -3.782 -4.809 2.445  0.000
H -2.552 -4.986 1.172  0.000

Results
DFT total energy: -342876.42355 eV
HOMO level (spin up / spin down): -1.57 / -4.30 eV
total charge: -2
2S+1: 2

[6]
One molecule with the formula C15H12F3N3O6 at a distorted geometry. Source: the OMol25 dataset; level of theory: ωB97M-V/def2-TZVPD.

Last column: natural (NBO) charge in e.
Cartesian coordinates (Å):
O 0.171 0.558 -1.417  -0.550
C -0.548 1.273 -0.633  0.760
O -0.474 2.620 -0.522  -0.324
N 0.054 3.265 -1.625  -0.201
C 1.200 4.052 -1.697  0.671
O 2.080 4.180 -0.911  -0.534
C 1.383 4.734 -3.065  -0.491
C 0.307 4.177 -3.897  -0.465
C -0.588 3.326 -2.895  0.671
O -1.847 3.329 -2.940  -0.538
C -1.507 0.598 0.392  -0.013
O -2.541 1.551 0.807  -0.733
C -0.645 0.312 1.653  0.041
O -1.550 0.093 2.728  -0.703
C 0.241 -0.893 1.450  0.073
C 1.627 -0.831 1.268  -0.233
C 2.396 -2.018 1.324  -0.180
C 1.903 -3.285 1.652  -0.216
C 0.482 -3.227 1.695  -0.014
C -0.287 -4.581 1.834  -0.018
C -1.193 -5.149 0.721  0.957
F -0.811 -6.412 0.485  -0.303
F -0.855 -4.351 -0.415  -0.343
F -2.491 -5.149 0.972  -0.295
N 0.137 -5.679 2.708  -0.048
N -0.566 -4.746 3.276  -0.016
C -0.370 -2.166 1.638  -0.257
H 2.374 4.696 -3.552  0.257
H 1.196 5.829 -2.891  0.242
H 0.603 3.415 -4.647  0.238
H -0.193 4.887 -4.358  0.233
H -1.813 -0.376 0.039  0.238
H -2.334 2.468 0.508  0.505
H 0.056 1.168 1.960  0.180
H -2.223 0.750 2.504  0.490
H 2.135 0.136 1.212  0.226
H 3.501 -1.997 1.227  0.214
H 2.421 -4.244 1.597  0.239
H -1.433 -2.314 1.815  0.242

Results
DFT total energy: -40651.33055 eV
HOMO level: -9.50 eV
energy above the lowest of the compared OMol25 structures with the same formula, charge and spin: 0.00 kcal/mol
2S+1: 1
SMILES: O=C(ON1C(=O)CCC1=O)[C@H](O)[C@@H](O)c1cccc(C2(C(F)(F)F)N=N2)c1